# 1
Here is C30H30MoN3O4Si as an isolated structure from the OMol25 dataset. Energies are from the ωB97M-V functional and the def2-TZVPD basis.

Positions of all 69 atoms, in Å:
Mo: 0.4692 -0.1181 -0.6720
C: 6.1681 0.5416 -1.1617
O: 4.7805 0.3567 -0.8077
C: 4.4820 0.0676 0.4520
C: 5.3942 -0.0466 1.5123
C: 4.9565 -0.3459 2.7876
C: 3.6025 -0.5440 3.0618
C: 2.6769 -0.4392 2.0366
C: 1.2722 -0.6420 2.3136
N: 0.3239 -0.5237 1.4475
N: -0.9651 -0.7456 1.9059
C: -1.8356 -0.5995 0.9665
O: -1.3863 -0.2556 -0.2704
C: -3.2593 -0.7881 1.1406
C: -3.7689 -1.0911 2.4092
C: -5.1283 -1.2674 2.5725
C: -5.9822 -1.1469 1.4803
C: -5.4799 -0.8488 0.2179
C: -4.1216 -0.6675 0.0439
C: 3.1284 -0.1384 0.7429
O: 2.2210 -0.0581 -0.2594
H: 6.1698 0.7487 -2.2254
H: 6.7347 -0.3667 -0.9610
H: 6.5899 1.3871 -0.6195
H: 6.4493 0.1007 1.3328
H: 5.6797 -0.4274 3.5873
H: 3.2751 -0.7759 4.0668
H: 0.9731 -0.9073 3.3239
H: -3.0966 -1.1793 3.2515
H: -5.5292 -1.4993 3.5494
H: -7.0466 -1.2878 1.6131
H: -6.1509 -0.7643 -0.6257
H: -3.7278 -0.4452 -0.9393
C: 0.4949 2.2652 -4.5625
C: 1.1101 3.0819 -3.6167
C: 1.1418 2.7149 -2.2791
C: 0.5020 1.5332 -1.8843
C: -0.1045 0.7060 -2.8500
C: -0.1001 1.0670 -4.1914
Si: 0.1492 2.1527 0.1772
C: -1.3534 3.0438 0.5454
C: -2.6232 2.7100 0.0343
C: -3.7175 3.4729 0.3779
C: -3.5655 4.5638 1.2346
C: -2.3195 4.9024 1.7500
C: -1.2120 4.1494 1.4101
H: 0.4996 2.5574 -5.6044
H: 1.6074 3.9894 -3.9323
H: 1.7136 3.3196 -1.5833
H: -0.6888 -0.2000 -2.6025
H: -0.5745 0.4343 -4.9289
H: 1.3977 2.7343 0.6941
H: -2.7424 1.8647 -0.6317
H: -4.6947 3.2293 -0.0163
H: -4.4315 5.1567 1.4987
H: -2.2153 5.7527 2.4095
H: -0.2411 4.4216 1.8086
C: 0.6615 -4.5803 -2.2250
N: 0.3204 -4.4245 -0.8037
C: 0.1020 -5.6269 0.0221
C: 0.2377 -3.2476 -0.2760
O: 0.4409 -2.1790 -0.9555
H: 0.8349 -5.6315 -2.4274
H: 1.5612 -4.0145 -2.4558
H: -0.1619 -4.2246 -2.8423
H: -0.3087 -6.4097 -0.6078
H: -0.6083 -5.4102 0.8160
H: 1.0457 -5.9675 0.4443
H: -0.0264 -3.1896 0.7804

net charge	+3
max |F|	0.99	eV/Å
gap between HOMO and LUMO (alpha / beta)	5.5 / 5.5	eV
ΔE to the lowest compared entry with this formula, charge and spin	0.00	kcal/mol

Löwdin population analysis, charges in e, atoms 1 to 8:
1. Mo 1.709
2. C -0.002
3. O -0.035
4. C -0.202
5. C 0.054
6. C 0.005
7. C 0.017
8. C -0.138



# 2
Here is C16H40N8O20 as an isolated structure from the OMol25 dataset. Energies are from the ωB97M-V functional and the def2-TZVPD basis.

Positions of all 84 atoms, in Å:
C: -0.5037 -0.6128 3.6169
N: 0.4871 0.0634 4.4606
O: 1.3178 0.7641 3.9162
O: 0.5038 -0.1695 5.6231
H: -1.1599 0.2192 3.3616
H: -1.1025 -1.3111 4.2016
H: -0.0030 -1.0181 2.7376
C: -3.1646 1.9353 1.5926
N: -3.1268 3.2927 2.2295
O: -3.5345 3.3486 3.3575
O: -2.5718 4.2294 1.5785
H: -2.2096 1.9342 1.0672
H: -4.0952 1.8678 1.0290
H: -3.0212 1.1262 2.3088
C: 1.6918 2.5983 2.4672
N: 1.9551 2.6654 0.9211
O: 2.4315 3.7412 0.4600
O: 1.5928 1.7354 0.2532
H: 1.3806 1.5622 2.6006
H: 0.9568 3.3366 2.7880
H: 2.6333 2.9175 2.9140
C: -0.1757 -0.2587 -0.4926
N: -1.0098 0.2851 0.6142
O: -0.4293 0.3995 1.7067
O: -2.1457 0.6522 0.3449
H: -0.0610 -1.2627 -0.0840
H: 0.7138 0.3700 -0.5336
H: -0.7350 -0.2804 -1.4278
C: -0.4468 -2.6272 1.8358
N: 0.1686 -3.7626 2.6355
O: 1.0597 -4.4424 2.1766
O: -0.1976 -3.8408 3.7960
H: -0.7820 -1.7471 2.3846
H: -1.3131 -3.0892 1.3622
H: 0.3310 -2.4091 1.1040
C: 2.9582 0.4067 -1.3075
N: 3.5330 1.6943 -1.8646
O: 4.6234 2.1651 -1.5075
O: 2.7848 2.3061 -2.5620
H: 3.1658 -0.4066 -2.0029
H: 1.8881 0.5998 -1.2317
H: 3.4887 0.2931 -0.3622
C: -3.9645 -1.5349 -0.6019
N: -3.6490 -1.4842 -2.0329
O: -2.6212 -0.9332 -2.3638
O: -4.4518 -2.0083 -2.8410
H: -3.7276 -2.5187 -0.1969
H: -5.0281 -1.3313 -0.4781
H: -3.2798 -0.8968 -0.0431
C: 0.3903 -0.0733 -3.3704
N: 1.3731 -1.1175 -3.7825
O: 2.4233 -1.1466 -3.2056
O: 1.0161 -1.8335 -4.6760
H: 0.9516 0.7182 -2.8737
H: -0.4568 -0.3489 -2.7422
H: -0.0684 0.3569 -4.2606
O: 0.1644 2.3211 -2.8880
C: -0.6797 2.2744 -1.9838
O: -1.9506 1.8377 -2.1004
C: -2.3790 1.3366 -3.3706
C: -3.8349 1.5801 -3.7869
C: -0.3688 2.8148 -0.5880
H: -2.2516 0.2592 -3.2658
H: -1.6969 1.7276 -4.1256
H: -4.4258 1.2693 -2.9253
H: -4.1220 0.9185 -4.6042
H: -4.0026 2.6487 -3.9210
H: -0.1057 3.8725 -0.5736
H: 0.4757 2.2469 -0.1977
H: -1.2688 2.7119 0.0182
O: 1.7197 -0.6263 0.1814
C: 2.5397 -1.1548 0.9150
O: 3.2209 -2.2361 0.7318
C: 3.1255 -3.0018 -0.4725
C: 2.6938 -4.4194 0.0189
C: 2.9241 -0.5343 2.1716
H: 4.0961 -2.9322 -0.9636
H: 2.3318 -2.7058 -1.1585
H: 3.4948 -4.8485 0.6210
H: 2.4815 -5.0856 -0.8172
H: 1.9894 -4.3123 0.8438
H: 3.7459 0.1659 2.0213
H: 3.2186 -1.2122 2.9727
H: 2.0799 -0.0347 2.6467

max |F|	7.05	eV/Å
gap between HOMO and LUMO	8.7	eV
ΔE to the lowest compared entry with this formula, charge and spin	375.45	kcal/mol

Löwdin population analysis, charges in e, atoms 1 to 8:
1. C -0.002
2. N -0.363
3. O -0.047
4. O 0.148
5. H 0.121
6. H 0.133
7. H 0.049
8. C 0.017



# 3
Here is a 5-piece molecular cluster, C19H28ClN2O12Si overall from the OMol25 dataset. Energies are from the ωB97M-V functional and the def2-TZVPD basis.

Positions of all 63 atoms, in Å:
C: 2.9550 -5.8373 3.2434
Si: 2.4778 -4.0728 2.8933
C: 2.9645 -3.5339 1.1863
C: 3.1061 -2.8902 4.1572
N: 0.5871 -3.9718 2.8969
C: -0.1715 -4.9362 2.3889
C: -1.5581 -4.8192 2.3576
C: -2.1114 -3.6709 2.8484
C: -1.2239 -2.6941 3.3438
Cl: -1.8125 -1.1873 3.8744
N: 0.0819 -2.8467 3.3798
H: 3.5946 -6.1778 2.4255
H: 3.5506 -5.8659 4.1591
H: 2.1423 -6.5560 3.3613
H: 2.1798 -2.9322 0.7198
H: 3.1660 -4.3922 0.5452
H: 3.8627 -2.9177 1.2596
H: 3.0387 -1.8701 3.7759
H: 4.1537 -3.1331 4.3539
H: 2.5716 -2.9192 5.1086
H: 0.3510 -5.8024 1.9984
H: -2.1666 -5.6131 1.9451
H: -3.1783 -3.4907 2.8498
C: -1.9448 2.3523 0.8500
C: -1.0513 2.0919 2.0508
O: 0.2571 2.2727 1.5023
C: 0.1582 3.0511 0.4033
O: 1.0865 3.4810 -0.2033
O: -1.1352 3.2380 0.0682
H: -2.8881 2.8231 1.1065
H: -2.1245 1.4522 0.2573
H: -1.2042 2.8206 2.8477
H: -1.1471 1.0878 2.4508
C: -0.1673 3.0887 -3.1828
C: 0.9517 3.5256 -4.1091
O: 1.2349 2.3127 -4.8217
C: 0.1429 1.5199 -4.7838
O: 0.0135 0.5117 -5.4009
O: -0.7755 2.0215 -3.9293
H: -0.8999 3.8612 -2.9697
H: 0.2130 2.6883 -2.2474
H: 0.6344 4.2864 -4.8235
H: 1.8411 3.8646 -3.5869
C: 2.0336 -1.1496 -3.1581
C: 2.7844 -1.9763 -4.1882
O: 3.9486 -2.3790 -3.4546
C: 3.6747 -2.3352 -2.1395
O: 4.3858 -2.7503 -1.2803
O: 2.4751 -1.7423 -1.9239
H: 0.9532 -1.2207 -3.2383
H: 2.3315 -0.1012 -3.1655
H: 2.2354 -2.8699 -4.4874
H: 3.0797 -1.4192 -5.0715
C: -5.6668 6.5054 -0.5789
C: -4.9219 5.4668 -1.4010
O: -3.8459 5.1075 -0.5226
C: -4.2136 5.3932 0.7462
O: -3.6059 5.0643 1.7157
O: -5.3603 6.0973 0.7609
H: -6.7420 6.5002 -0.7283
H: -5.2815 7.5139 -0.7315
H: -5.5251 4.5788 -1.5945
H: -4.5227 5.8456 -2.3369

net charge	+1
max |F|	1.06	eV/Å
gap between HOMO and LUMO	8.0	eV

Löwdin population analysis, charges in e, atoms 1 to 8:
1. C -0.150
2. Si 0.585
3. C -0.158
4. C -0.167
5. N -0.082
6. C -0.028
7. C 0.017
8. C -0.011



# 4
Here is a 12-piece molecular cluster, C72H150F3N9 overall from the OMol25 dataset. Energies are from the ωB97M-V functional and the def2-TZVPD basis.

Positions of all 234 atoms, in Å:
C: 22.8846 18.1029 4.9167
C: 22.7351 18.9292 6.2255
N: 21.6131 19.8958 6.3334
C: 21.5420 20.8870 5.2240
C: 22.7250 21.7981 5.2490
C: 21.3972 20.5516 7.6523
C: 21.1845 19.5349 8.8761
H: 22.0077 17.4879 4.7141
H: 23.7717 17.4720 4.9724
H: 22.9885 18.8517 4.1315
H: 22.5965 18.1461 6.9709
H: 23.6555 19.4227 6.5376
H: 21.4530 20.3490 4.2803
H: 20.6103 21.4154 5.4262
H: 22.8382 22.2790 6.2206
H: 23.6089 21.2254 4.9681
H: 22.5409 22.6014 4.5356
H: 20.5059 21.1773 7.6057
H: 22.2059 21.2445 7.8847
H: 21.9749 18.8092 9.0677
H: 20.2862 18.9279 8.7634
H: 21.1045 20.2151 9.7240
C: 19.7628 19.1997 21.4618
C: 19.1468 17.8317 21.2558
N: 19.8584 17.1354 20.1514
C: 19.4955 17.6437 18.8419
C: 18.0534 17.5693 18.3749
C: 21.2557 16.8990 20.3472
C: 21.5139 15.9994 21.5599
H: 20.7670 19.0949 21.8726
H: 19.1524 19.6960 22.2163
H: 19.8345 19.8222 20.5699
H: 19.1733 17.2193 22.1571
H: 18.0905 17.9921 21.0402
H: 19.8001 18.6801 18.6968
H: 20.1387 17.0422 18.1996
H: 17.9637 17.7930 17.3120
H: 17.6720 16.5760 18.6119
H: 17.4827 18.2915 18.9586
H: 21.8263 17.8267 20.3910
H: 21.5134 16.2911 19.4800
H: 22.4898 15.5140 21.5655
H: 20.7355 15.2391 21.4945
H: 21.3915 16.5555 22.4893
C: 16.1636 12.0289 13.5979
C: 15.6627 11.6147 15.0375
N: 15.1350 12.5997 15.8644
C: 14.5477 11.9712 17.0851
C: 13.7455 13.0171 17.9484
C: 16.0897 13.7153 16.0974
C: 17.4547 13.2534 16.6578
H: 17.1378 12.5169 13.6267
H: 15.4394 12.6790 13.1070
H: 16.1878 11.2384 12.8478
H: 14.8348 10.9683 14.7460
H: 16.3608 10.8802 15.4392
H: 13.8598 11.1735 16.8049
H: 15.3537 11.4917 17.6406
H: 13.0239 13.6317 17.4101
H: 13.1359 12.5371 18.7139
H: 14.4556 13.6280 18.5057
H: 15.7152 14.4950 16.7607
H: 16.2272 14.1968 15.1292
H: 18.1185 14.1035 16.8152
H: 18.0461 12.6376 15.9800
H: 17.3574 12.7172 17.6018
C: 21.5820 12.6500 18.6895
C: 22.9595 13.2567 18.4268
N: 23.2192 13.7711 17.0327
C: 22.4081 14.9679 16.6790
C: 23.0273 16.2416 17.2264
C: 23.0311 12.7476 16.0221
C: 23.9834 11.5586 16.1190
H: 21.4531 12.3689 19.7348
H: 21.3281 11.7596 18.1143
H: 20.7967 13.3822 18.5019
H: 23.2516 13.9593 19.2073
H: 23.7316 12.5197 18.6474
H: 21.3665 14.7490 16.9145
H: 22.4160 15.1656 15.6072
H: 22.1459 16.8768 17.3152
H: 23.7396 16.7416 16.5701
H: 23.4513 16.2615 18.2303
H: 22.0062 12.3767 16.0160
H: 23.2037 13.1031 15.0063
H: 25.0278 11.8652 16.0620
H: 23.8241 10.9265 16.9926
H: 23.8336 10.9081 15.2573
C: 27.9388 13.6323 9.7975
C: 27.0806 14.8121 10.2130
N: 25.7445 14.7727 9.6242
C: 24.7534 15.3236 10.5401
C: 24.3503 14.3563 11.6423
C: 25.7729 15.3589 8.2786
C: 24.5002 15.0193 7.4696
H: 28.7577 13.5478 10.5119
H: 28.3265 13.8885 8.8115
H: 27.4117 12.6797 9.7442
H: 27.0129 14.7018 11.2953
H: 27.5482 15.7892 10.0910
H: 25.1686 16.2404 10.9587
H: 23.9329 15.6653 9.9091
H: 23.6551 13.6373 11.2090
H: 25.1749 13.7789 12.0603
H: 23.8968 14.8915 12.4766
H: 26.6206 15.0804 7.6525
H: 25.8263 16.4425 8.3835
H: 24.3267 15.6322 6.5851
H: 23.6108 14.9572 8.0966
H: 24.6344 13.9838 7.1567
C: 17.6753 14.5452 5.9600
C: 18.8977 15.1201 6.7086
N: 19.2704 14.3350 7.8671
C: 20.4183 14.9922 8.5808
C: 20.8532 14.3518 9.9330
C: 19.5137 12.9249 7.5072
C: 20.5786 12.6145 6.4433
H: 16.7802 14.4665 6.5770
H: 17.8433 13.6089 5.4278
H: 17.4027 15.3054 5.2280
H: 19.7304 15.3384 6.0400
H: 18.5952 16.0937 7.0941
H: 21.3133 15.1008 7.9683
H: 20.1974 16.0339 8.8136
H: 21.4727 13.4661 9.7920
H: 21.3321 15.0506 10.6189
H: 20.0018 13.8930 10.4359
H: 18.6186 12.3860 7.1967
H: 19.8426 12.4108 8.4103
H: 21.5739 12.9102 6.7752
H: 20.2693 13.1334 5.5361
H: 20.6287 11.5444 6.2420
C: 14.8511 18.8897 17.7568
C: 14.0899 18.9059 16.3873
N: 14.7325 18.3767 15.1630
C: 14.8833 16.9060 15.1417
C: 13.5433 16.1665 15.1195
C: 16.0697 18.9410 14.8957
C: 16.1138 20.4539 14.6691
H: 15.0712 17.8363 17.9301
H: 14.2520 19.2178 18.6063
H: 15.6875 19.5883 17.7759
H: 13.1695 18.3421 16.5394
H: 13.7989 19.9350 16.1766
H: 15.4702 16.4552 14.3414
H: 15.3355 16.6219 16.0920
H: 12.9684 16.2706 16.0397
H: 12.9180 16.6521 14.3703
H: 13.7475 15.1322 14.8428
H: 16.5875 18.4844 14.0522
H: 16.8017 18.6535 15.6504
H: 15.5052 20.7784 13.8250
H: 17.1305 20.8154 14.5151
H: 15.7518 21.0289 15.5213
C: 29.5970 20.5359 10.7376
C: 28.1941 20.2186 11.3095
N: 28.2259 19.8461 12.7139
C: 28.4988 20.9917 13.5988
C: 28.7638 20.6019 15.0672
C: 26.9318 19.2262 13.0391
C: 26.6376 17.9292 12.3274
H: 30.2646 19.6809 10.8441
H: 30.0305 21.3831 11.2691
H: 29.4991 20.7971 9.6839
H: 27.6084 21.1184 11.1216
H: 27.8553 19.3725 10.7116
H: 27.6553 21.6819 13.5821
H: 29.3195 21.5831 13.1927
H: 27.8895 20.3900 15.6827
H: 29.2588 21.4399 15.5580
H: 29.3792 19.7026 15.0892
H: 26.9962 18.9684 14.0962
H: 26.1011 19.9228 12.9264
H: 25.6790 17.5102 12.6331
H: 26.4971 17.9976 11.2487
H: 27.4132 17.1816 12.4938
C: 19.2023 16.4189 14.8767
C: 19.9549 16.3968 13.5446
N: 19.9530 17.7347 12.9470
C: 18.7039 18.0372 12.2582
C: 18.4824 19.5200 12.0300
C: 21.1259 17.9300 12.0058
C: 22.4150 18.0368 12.8151
H: 19.2493 15.4001 15.2612
H: 18.1408 16.6050 14.7131
H: 19.6490 17.1162 15.5855
H: 20.9084 15.8921 13.6999
H: 19.3997 15.7301 12.8847
H: 18.6555 17.5698 11.2747
H: 17.8997 17.6387 12.8768
H: 18.5975 20.0193 12.9921
H: 19.1144 20.0348 11.3063
H: 17.4331 19.6905 11.7893
H: 20.9909 18.8415 11.4234
H: 21.2660 17.1345 11.2739
H: 23.2646 17.9197 12.1424
H: 22.5013 17.2579 13.5727
H: 22.3242 18.9770 13.3590
F: 18.8906 22.4391 18.2148
C: 19.5776 22.0951 17.0968
C: 20.5592 22.9535 16.6140
C: 21.2051 22.5961 15.4308
C: 20.9396 21.4162 14.7386
C: 19.9218 20.5744 15.2536
C: 19.2274 20.9046 16.4451
H: 20.7548 23.9063 17.0834
H: 21.9288 23.2904 15.0300
H: 21.3936 21.1806 13.7874
H: 19.6306 19.6919 14.7034
H: 18.5560 20.2293 16.9547
F: 17.5900 16.4533 9.5474
C: 16.3905 16.7262 10.1684
C: 15.6595 15.7205 10.7795
C: 14.4389 16.0439 11.4157
C: 13.9533 17.3063 11.4496
C: 14.6370 18.3585 10.7627
C: 15.8756 18.0106 10.1964
H: 16.1067 14.7375 10.7660
H: 13.8801 15.2323 11.8579
H: 12.9931 17.5361 11.8874
H: 14.2170 19.3502 10.6822
H: 16.4411 18.8050 9.7322
F: 21.3932 13.5894 12.8209
C: 21.0630 12.3253 13.2085
C: 21.8072 11.2454 12.6968
C: 21.3842 9.9320 12.8776
C: 20.1826 9.7161 13.5577
C: 19.4409 10.8299 14.0686
C: 19.8820 12.1128 13.8887
H: 22.7054 11.4754 12.1429
H: 21.9169 9.1241 12.3982
H: 19.8669 8.6990 13.7373
H: 18.5054 10.7530 14.6027
H: 19.2371 12.9091 14.2298

max |F|	4.32	eV/Å
gap between HOMO and LUMO	8.6	eV
SMILES	CCN(CC)CC.CCN(CC)CC.CCN(CC)CC.CCN(CC)CC.CCN(CC)CC.CCN(CC)CC.CCN(CC)CC.CCN(CC)CC.CCN(CC)CC.Fc1ccccc1.Fc1ccccc1.Fc1ccccc1

Löwdin population analysis, charges in e, atoms 1 to 8:
1. C -0.072
2. C -0.251
3. N -0.189
4. C -0.259
5. C -0.096
6. C -0.213
7. C -0.077
8. H 0.073



Number 1: calculated total energy -53963.5889 eV. Number 2: calculated total energy -70073.5881 eV. Number 3: calculated total energy -68102.3504 eV. Number 4: calculated total energy -98655.1680 eV.